Here is one molecule with the formula C2H7N3S2 from the Open Molecules 2025 dataset. Energies are from the ωB97M-V functional and the def2-TZVPD basis.

Electronic energy   -1041.01943 Eh
Structure (SMILES)   CN/C(=N/S)NS
Net charge   0
HOMO level   -8.01 eV
Spin multiplicity   1
Relative energy (zero: lowest compared OMol25 entry of this formula, charge and spin)   6.76 kJ/mol

Each line ends with the natural charge from an NBO analysis.
Element x y z (Å)
C -0.015 2.769 -0.027  -0.4068
N 0.644 1.480 0.100  -0.6067
C -0.087 0.338 0.020  0.5727
N -1.380 0.418 -0.010  -0.7210
S -2.256 -1.056 0.068  0.1084
N 0.622 -0.865 0.035  -0.7906
S 2.303 -1.004 -0.106  0.1867
H 0.739 3.544 0.169  0.2004
H -0.807 2.806 0.730  0.2239
H -0.454 2.935 -1.008  0.1940
H 1.593 1.395 -0.205  0.3979
H -3.126 -0.757 -0.910  0.1166
H 0.092 -1.681 -0.212  0.4184
H 2.618 -1.156 1.207  0.1062